# 1
DFT (ωB97M-V with the def2-TZVPD basis set) results for a single Br6HNSi2 molecule in a non-equilibrium geometry.

## Properties
Orbital gap (spin up / spin down) (eV): 4.695 / 4.474
E_LUMO (spin up / spin down) (Ha): -0.01191 / -0.18666
M (g/mol): 550.6
2S+1: 3

```
10
Br6HNSi2 (ωB97M-V with the def2-TZVPD basis set)
N 0.47 -0.15 0.62
Si 1.50 -1.55 0.66
Si 1.14 1.85 1.40
Br 0.35 -3.40 -0.17
Br 2.39 -2.61 2.48
Br 3.19 -1.02 -0.79
Br 2.14 2.80 -0.25
Br 2.12 1.13 3.14
Br -0.70 2.98 1.76
H -0.55 -0.25 0.60
```

# 2
DFT (ωB97M-V with the def2-TZVPD basis set) results for a single C5H13NS molecule in a non-equilibrium geometry.

## Properties
Orbital gap (eV): 9.236
E_LUMO (Ha): 0.03281
M (g/mol): 119.2
ΔE to the lowest compared entry with this formula, charge and spin (kcal/mol): 20.0
SMILES: CCNCCCS

```
20
C5H13NS (ωB97M-V with the def2-TZVPD basis set)
C 2.09 -1.88 0.34
C 1.52 -0.45 0.52
N 0.94 0.06 -0.68
C 0.27 1.36 -0.58
C -1.26 1.49 -0.15
C -2.22 0.35 -0.49
S -2.03 -1.22 0.48
H 2.36 -1.99 -0.71
H 1.25 -2.53 0.59
H 2.84 -2.12 1.09
H 0.83 -0.47 1.39
H 2.25 0.26 0.91
H 0.36 -0.55 -1.23
H 0.82 1.94 0.16
H 0.30 1.74 -1.60
H -1.59 2.30 -0.80
H -1.35 1.74 0.90
H -2.03 -0.03 -1.50
H -3.24 0.67 -0.33
H -2.13 -0.69 1.69
```

# 3
DFT (ωB97M-V with the def2-TZVPD basis set) results for a gas-phase ion, C5H10Br2N3 (charge +1) in a non-equilibrium geometry.

## Properties
Orbital gap (eV): 10.560
E_LUMO (Ha): -0.12078
M (g/mol): 272.0
Charge: +1
ΔE to the lowest compared entry with this formula, charge and spin (kcal/mol): 32.6
SMILES: [H]/N=C(Br)/C(N)=[NH+]/C[C@@H](C)Br

```
20
C5H10Br2N3 (ωB97M-V with the def2-TZVPD basis set)
H -4.04 -0.87 -1.79
N -3.42 -1.05 -1.01
C -3.04 -0.22 -0.21
Br -3.59 1.65 0.06
C -1.53 -0.63 0.80
N -1.41 -1.64 1.60
N -0.51 0.13 0.56
C 0.81 0.17 1.14
C 1.65 1.24 0.33
C 2.14 0.69 -1.03
Br 0.50 2.87 0.08
H -2.17 -2.26 1.97
H -0.47 -1.81 1.80
H -0.79 0.88 -0.11
H 0.55 0.36 2.24
H 1.31 -0.88 1.21
H 2.47 1.56 1.01
H 3.21 0.70 -0.88
H 2.04 1.53 -1.76
H 1.67 -0.26 -1.13
```